[1]
This record from the Open Molecules 2025 dataset describes 11 unconnected molecules or ions with the total composition C4H30NO12 at a distorted geometry. The level of theory is the ωB97M-V functional and the def2-TZVPD basis.

Summary:
Kohn-Sham gap, eV: 9.320
Energy above the lowest of the compared OMol25 structures with the same formula, charge and spin, kJ/mol: 227.2
Net charge: -1
LUMO energy, eV: 2.81

Each line ends with the natural charge from an NBO analysis.
Cartesian coordinates (Å):
O1 -0.607 -1.187 0.526  -1.19
C1 -0.124 2.919 0.701  0.07
O2 -1.900 -2.527 -1.247  -1.05
H1 1.504 -0.535 3.009  0.48
C2 0.436 1.699 -1.371  -0.24
H2 -0.926 1.724 3.213  0.47
H3 -0.869 3.672 0.996  0.17
H4 0.922 0.091 -4.434  0.16
H5 1.653 -2.366 0.884  0.48
H6 -1.476 0.151 -4.034  0.45
H7 1.522 -3.844 1.388  0.47
H8 0.352 -2.855 -0.756  0.47
O3 3.313 1.160 1.767  -1.00
H9 0.493 0.686 -0.869  0.24
H10 -0.038 1.924 1.192  0.17
H11 3.707 0.345 2.100  0.47
H12 2.839 0.740 1.011  0.51
H13 -0.492 3.504 -1.221  0.36
H14 -2.438 2.351 0.508  0.47
C3 0.319 0.123 -3.485  -0.08
H15 0.130 -1.126 2.687  0.49
H16 1.514 2.063 -1.386  0.17
H17 -0.998 1.762 -2.924  0.21
H18 -1.358 -2.325 -2.016  0.49
H19 1.904 -1.205 -0.223  0.46
O4 -2.482 -3.539 1.080  -0.98
H20 -1.299 -2.160 -0.490  0.49
H21 -1.708 -3.040 1.375  0.47
O5 -3.195 1.808 0.764  -0.93
O6 0.843 -1.159 3.329  -0.97
O7 -0.998 1.553 4.162  -0.95
O8 1.135 3.560 0.898  -0.74
N1 -0.446 2.653 -0.684  -0.66
H22 -2.846 -3.012 0.337  0.50
H23 -0.931 0.595 4.256  0.48
H24 1.754 2.807 1.066  0.49
C4 0.042 1.469 -2.820  -0.45
H25 -0.197 -4.050 -1.400  0.48
O9 2.106 -3.219 0.952  -0.96
O10 1.701 -0.425 0.311  -1.09
H26 -0.901 -0.297 0.301  0.46
H27 0.630 -0.631 0.590  0.49
H28 0.600 2.251 -3.442  0.19
O11 0.395 -3.318 -1.603  -0.95
H29 -3.565 2.326 1.487  0.46
H30 0.909 -0.545 -2.780  0.19
O12 -0.928 -0.574 -3.703  -0.71

Force components x, y, z for each atom (eV/Å):
0.9 0.7 1.1
0.8 0.2 -1.2
0.0 0.7 0.7
-0.1 0.0 -0.2
1.5 -1.0 0.4
0.0 -0.2 0.2
0.0 -0.7 0.7
-0.6 0.7 0.7
-0.1 -0.4 0.8
-0.4 -0.6 0.0
-0.2 0.3 0.0
0.3 0.2 -0.2
-0.1 -0.4 -0.5
-0.4 1.5 -0.3
-0.9 0.7 0.2
0.2 0.2 0.4
-0.2 0.2 0.1
0.0 0.4 0.0
0.1 -0.3 -0.5
0.6 -2.1 1.0
-0.2 -0.1 -0.6
-1.0 -0.4 0.3
-0.4 -0.3 -0.1
-0.3 0.1 -0.2
0.2 0.5 -0.3
-0.4 0.0 0.2
-1.4 0.1 -1.3
-0.3 0.2 -0.2
0.1 0.5 0.3
0.1 0.1 0.6
-0.1 0.1 -0.1
0.6 -1.3 0.3
0.1 -1.0 -0.2
0.5 -0.5 0.5
0.2 0.1 -0.2
-0.2 1.2 -0.1
1.2 2.1 -1.6
-0.2 -0.1 -0.3
0.3 -0.1 -0.2
-0.2 -0.3 0.5
-1.0 -0.2 -0.2
0.8 -0.9 -0.7
-0.7 -0.7 0.6
1.1 -0.5 0.1
-0.2 -0.2 0.1
-0.7 0.8 -0.7
0.5 0.8 -0.3

---

[2]
This record from the Open Molecules 2025 dataset describes a molecular structure, C32H32BrClIrN5O2S4 at a distorted geometry. The level of theory is the ωB97M-V functional and the def2-TZVPD basis.

Summary:
Kohn-Sham gap, eV: 4.254
Net charge: 0
LUMO energy, eV: -1.54

Each line ends with the Mulliken charge.
Cartesian coordinates (Å):
C1 -2.091 -4.608 -3.019  -0.94
C2 -0.604 -3.647 1.727  2.16
H1 -2.223 1.039 1.836  0.48
C3 2.279 3.206 4.708  -0.13
C4 -1.244 -2.048 -2.394  0.27
H2 -1.080 3.301 4.525  0.52
H3 -0.923 -1.044 -2.157  0.46
C5 2.975 3.240 -1.768  -1.21
H4 2.158 -1.566 0.961  0.41
H5 -2.682 -3.261 1.387  0.60
C6 -1.675 3.259 -2.782  0.08
H6 -1.666 -2.005 0.731  -0.05
H7 -1.688 -3.617 3.594  0.53
Ir1 -0.839 3.402 0.090  0.93
S1 -2.415 6.776 0.097  -0.12
Br1 3.698 3.142 5.970  -0.21
C7 2.276 3.202 -4.077  -0.85
C8 -1.332 0.599 1.436  -1.06
H8 2.516 3.183 -5.127  0.45
H9 0.064 -3.549 3.789  0.38
C9 -2.451 -2.230 -3.044  -1.13
C10 0.961 3.215 5.156  -0.43
H10 1.050 -1.854 -1.225  -0.08
N1 -0.681 3.286 -1.887  0.30
O1 -0.829 3.401 2.064  -0.43
H11 -3.058 -1.381 -3.315  0.48
C11 0.906 -2.914 -1.422  -0.61
C12 -1.442 3.220 -4.148  -0.97
C13 3.270 3.204 -3.118  -1.02
C14 -0.881 -4.410 -2.383  0.20
C15 -1.740 -3.072 0.878  -1.45
C16 0.832 -3.246 1.246  2.04
S2 -4.007 5.202 0.213  -0.15
C17 2.581 3.238 3.366  -1.05
H12 3.074 3.260 0.887  0.06
H13 -0.833 -2.119 3.257  0.23
C18 -2.873 -3.512 -3.351  0.43
H14 4.303 3.180 -3.429  0.41
C19 0.927 3.231 -3.694  0.60
C20 -0.780 -5.175 1.690  -1.99
C21 0.306 0.202 0.176  -0.29
H15 0.737 3.167 6.209  0.45
H16 0.884 -4.754 -0.297  0.62
H17 -2.286 3.190 -4.819  0.44
H18 0.065 3.184 -5.673  0.45
H19 -1.770 -5.413 2.072  0.49
H20 1.423 -1.697 2.562  0.40
C22 1.996 3.286 1.031  0.25
H21 -2.683 3.262 -2.387  0.39
C23 -0.443 -3.131 -2.049  -0.17
H22 2.332 -3.790 -0.120  0.31
C24 1.641 3.275 -1.329  0.42
H23 -1.780 -3.548 -0.095  0.38
H24 -2.424 -5.603 -3.267  0.43
H25 3.613 3.221 3.047  0.49
C25 -0.771 -3.199 3.187  -1.88
H26 1.708 -4.818 2.023  0.53
N2 1.213 3.299 -0.031  -0.07
C26 0.608 3.267 -2.312  0.99
C27 1.220 -1.752 1.489  -2.66
N3 -0.726 -0.416 1.984  -0.69
H27 -0.058 -5.695 2.315  0.50
C28 -0.144 3.211 -4.615  -0.63
C29 0.203 3.335 2.834  0.25
N4 0.304 -0.691 1.177  1.23
H28 -0.269 -5.269 -2.149  0.47
S3 -3.304 3.364 0.239  -0.33
O2 1.777 -3.863 2.125  -0.71
C30 -0.045 3.282 4.222  -0.57
Cl1 -4.376 -3.750 -4.168  -0.23
C31 1.575 3.293 2.385  0.52
H29 3.779 3.248 -1.051  0.40
S4 -0.632 5.978 -0.027  -0.18
H30 -0.725 -5.565 0.677  0.38
N5 -0.722 1.023 0.305  0.03
H31 1.051 0.269 -0.591  0.69
C32 1.240 -3.732 -0.169  -1.75
H32 1.645 -3.197 -2.180  0.51

Force components x, y, z for each atom (eV/Å):
-0.1 0.0 0.0
0.0 0.0 0.2
-0.1 0.3 0.1
1.0 0.0 -0.6
0.1 -0.2 0.0
-0.1 0.0 0.0
0.0 0.1 0.0
-1.4 0.0 1.0
-0.1 0.1 0.0
-0.1 0.0 0.1
0.5 0.1 1.2
-0.1 0.1 -0.1
-0.1 -0.1 0.0
0.1 0.6 0.1
-3.2 0.1 0.4
-0.1 0.0 0.0
0.5 0.0 0.4
0.1 -0.3 0.1
0.1 0.0 -0.1
0.0 -0.1 0.1
-0.1 0.0 0.0
-0.7 0.0 -0.6
0.0 0.1 -0.1
-1.2 0.1 -1.2
0.0 0.0 1.3
-0.1 0.1 0.0
0.0 -0.3 0.1
0.9 -0.1 -0.8
-0.2 0.0 -1.2
0.1 0.2 0.0
0.2 -0.1 -0.1
-0.3 0.0 -0.3
-0.1 2.9 -0.2
0.1 0.0 0.8
0.0 0.0 -0.1
0.0 -0.1 0.1
0.2 0.1 0.1
0.1 0.0 0.0
-0.3 0.0 0.4
0.2 0.3 -0.1
0.0 0.0 0.1
0.0 0.0 0.1
0.0 -0.1 0.0
0.0 0.0 -0.1
0.0 0.0 -0.1
-0.1 -0.1 0.1
0.0 0.2 -0.2
-0.7 0.1 -0.8
0.1 0.1 0.2
0.0 0.2 -0.2
-0.1 0.0 0.0
1.4 -0.1 -1.8
-0.1 -0.1 0.0
-0.1 -0.1 0.0
0.1 0.0 0.0
0.1 0.0 0.0
0.0 0.0 0.0
-0.5 0.2 2.2
0.6 0.0 -0.5
0.5 -0.8 0.4
-0.5 0.1 0.7
0.1 -0.1 0.1
-0.6 0.0 0.3
0.0 0.1 -0.9
-0.3 0.8 -0.8
0.1 -0.1 0.0
1.9 -2.0 -0.1
0.2 -0.1 0.2
0.1 0.0 0.7
-0.2 0.0 -0.1
-0.8 0.0 0.0
0.1 0.0 0.1
2.2 -3.5 -0.2
0.0 -0.1 -0.1
0.0 1.4 0.0
0.2 -0.1 -0.1
0.0 0.2 0.0
0.0 0.1 0.1